# 1
The following is a quantum chemistry calculation of C52H45HgN7O2P2S as an isolated structure, from the OMol25 dataset.

Last column: Mulliken charge in e.
Positions of all 110 atoms, in Å:
1 Hg -0.205 -0.139 0.108  2.862
2 C 2.393 1.054 1.955  -0.933
3 P 2.424 2.156 0.443  1.327
4 C 2.842 3.754 1.241  0.205
5 C 1.887 4.763 1.140  -0.344
6 C 2.068 5.983 1.783  -0.564
7 C 3.210 6.207 2.535  -0.457
8 C 4.165 5.204 2.656  -0.825
9 C 3.976 3.986 2.022  -0.533
10 C 3.916 1.657 -0.496  0.012
11 C 5.105 2.369 -0.631  -0.750
12 C 6.092 1.944 -1.513  -0.670
13 C 5.902 0.806 -2.282  -0.825
14 C 4.710 0.100 -2.177  -0.701
15 C 3.726 0.527 -1.300  0.247
16 C 1.048 1.271 2.565  -0.132
17 C 0.691 1.802 3.785  -0.941
18 C -0.729 1.867 3.804  -1.273
19 C -1.168 1.372 2.595  -0.523
20 C -2.520 1.374 1.964  -0.172
21 P -2.685 2.871 0.842  -0.208
22 C -4.411 3.374 1.250  0.334
23 C -5.503 3.208 0.402  -0.422
24 C -6.770 3.633 0.785  -0.649
25 C -6.967 4.225 2.023  -0.468
26 C -5.885 4.399 2.878  -0.541
27 C -4.620 3.986 2.489  -0.333
28 C -2.879 2.167 -0.835  0.389
29 C -3.336 0.881 -1.126  0.278
30 C -3.320 0.404 -2.430  -0.633
31 C -2.854 1.209 -3.461  -0.538
32 C -2.423 2.498 -3.190  -0.506
33 C -2.430 2.968 -1.884  -1.043
34 N -0.082 1.026 1.835  1.027
35 H 3.184 1.300 2.665  0.732
36 H 2.529 0.020 1.621  -0.116
37 H 0.984 4.580 0.570  0.311
38 H 1.309 6.751 1.701  0.424
39 H 3.353 7.156 3.038  0.366
40 H 5.052 5.369 3.256  0.372
41 H 4.711 3.200 2.147  0.453
42 H 5.263 3.276 -0.064  0.465
43 H 7.008 2.515 -1.606  0.402
44 H 6.666 0.486 -2.980  0.357
45 H 4.527 -0.760 -2.810  0.532
46 H 2.771 0.008 -1.273  0.001
47 H 1.375 2.117 4.559  0.524
48 H -1.357 2.257 4.592  0.506
49 H -3.321 1.396 2.701  0.837
50 H -2.652 0.459 1.378  -0.359
51 H -5.361 2.740 -0.564  0.329
52 H -7.607 3.494 0.111  0.388
53 H -7.955 4.552 2.321  0.350
54 H -6.026 4.866 3.845  0.379
55 H -3.775 4.141 3.153  0.401
56 H -3.681 0.220 -0.339  0.869
57 H -3.626 -0.617 -2.628  0.443
58 H -2.797 0.816 -4.469  0.288
59 H -2.026 3.118 -3.984  0.328
60 H -2.034 3.954 -1.666  0.330
61 N 2.883 -3.971 1.374  0.111
62 C 3.822 -3.634 0.426  -1.178
63 C 3.337 -2.514 -0.178  0.086
64 N 2.128 -2.161 0.369  0.664
65 C 1.882 -3.055 1.293  -0.375
66 C 0.688 -3.103 2.122  -0.288
67 N -0.115 -2.097 2.298  0.303
68 C -1.115 -2.546 3.118  -0.351
69 C -0.899 -3.851 3.441  -1.109
70 N 0.278 -4.205 2.814  0.006
71 H 2.946 -4.728 2.030  0.208
72 H 4.728 -4.197 0.287  0.428
73 H 3.790 -1.933 -0.965  0.055
74 H -1.931 -1.905 3.405  0.460
75 H -1.463 -4.553 4.030  0.423
76 H 0.552 -5.152 2.613  0.238
77 C 0.381 -7.868 0.680  -1.438
78 C -0.256 -6.542 0.350  0.888
79 C -1.513 -6.206 0.851  -1.054
80 C -2.092 -4.979 0.563  -0.796
81 C -1.419 -4.072 -0.245  0.254
82 C -0.170 -4.391 -0.757  0.109
83 C 0.405 -5.618 -0.457  -0.801
84 S -2.224 -2.533 -0.674  1.056
85 O -2.698 -1.991 0.581  -0.593
86 O -3.224 -2.903 -1.649  -0.736
87 N -1.110 -1.575 -1.251  0.421
88 C -0.741 -1.535 -2.622  -0.166
89 C -0.938 -2.591 -3.517  -0.839
90 C -0.541 -2.463 -4.842  -1.007
91 C 0.054 -1.298 -5.291  -0.974
92 C 0.286 -0.223 -4.415  1.705
93 C 0.871 1.006 -4.824  -1.677
94 C 1.016 2.030 -3.874  -1.093
95 C 0.656 1.812 -2.571  -1.203
96 N 0.150 0.628 -2.121  1.343
97 C -0.096 -0.357 -3.047  -0.801
98 H -0.369 -8.607 0.964  0.391
99 H 1.085 -7.781 1.513  0.223
100 H 0.940 -8.259 -0.171  0.378
101 H -2.048 -6.918 1.471  0.351
102 H -3.065 -4.717 0.959  0.505
103 H 0.354 -3.675 -1.379  0.229
104 H 1.382 -5.859 -0.862  0.355
105 H -1.450 -3.486 -3.196  0.530
106 H -0.718 -3.283 -5.530  0.370
107 H 0.349 -1.195 -6.330  0.387
108 H 1.169 1.142 -5.856  0.340
109 H 1.412 3.000 -4.153  0.479
110 H 0.763 2.589 -1.828  0.577

The HOMO energy (spin up / spin down) is -1.67 / -4.29 eV. The charge is -1. As for the spin multiplicity: 2.

# 2
The following is a quantum chemistry calculation of C52H46AsGeN3O4S2Tc as an isolated structure in a non-equilibrium geometry, from the OMol25 dataset.

Last column: Mulliken charge in e.
Positions of all 110 atoms, in Å:
1 Tc -0.832 0.642 0.764  -0.675
2 S 1.368 -0.315 0.861  -0.228
3 C 2.579 0.798 0.143  0.197
4 C 3.931 0.504 0.299  -0.641
5 C 4.883 1.411 -0.148  -0.836
6 C 4.493 2.617 -0.723  -0.853
7 C 3.146 2.907 -0.868  -0.506
8 C 2.185 1.992 -0.444  -0.392
9 As 0.314 2.347 -0.672  1.640
10 C 0.077 4.174 -0.153  0.272
11 C 0.049 4.465 1.209  -0.591
12 C -0.117 5.778 1.622  -0.816
13 C -0.264 6.790 0.677  -0.558
14 C -0.233 6.494 -0.679  -0.789
15 C -0.059 5.181 -1.102  -0.008
16 C 0.027 2.293 -2.553  0.357
17 C -1.245 2.606 -3.020  0.223
18 C -1.505 2.575 -4.380  -0.783
19 C -0.495 2.222 -5.269  -0.963
20 C 0.773 1.908 -4.798  -0.656
21 C 1.041 1.945 -3.433  -0.717
22 H 4.242 -0.418 0.780  0.432
23 H 5.936 1.185 -0.025  0.465
24 H 5.239 3.334 -1.045  0.447
25 H 2.840 3.846 -1.308  0.560
26 H 0.149 3.682 1.948  0.401
27 H -0.135 6.012 2.679  0.456
28 H -0.403 7.815 1.002  0.443
29 H -0.343 7.284 -1.412  0.460
30 H -0.031 4.960 -2.159  0.428
31 H -2.033 2.878 -2.331  0.071
32 H -2.491 2.834 -4.748  0.531
33 H -0.697 2.202 -6.334  0.436
34 H 1.561 1.650 -5.496  0.539
35 H 2.038 1.728 -3.071  0.759
36 C -5.009 -0.661 3.557  -1.081
37 N -3.548 -0.603 3.368  -0.034
38 C -2.730 -1.527 2.921  0.892
39 S -1.061 -1.109 2.498  -0.474
40 N -3.045 -2.813 2.811  0.002
41 C -4.148 -3.552 3.443  -1.175
42 H -5.383 0.350 3.420  0.288
43 H -5.281 -0.994 4.556  0.359
44 H -5.475 -1.302 2.816  0.376
45 H -3.132 0.313 3.494  0.260
46 H -2.356 -3.354 2.317  -0.073
47 H -4.367 -3.144 4.425  0.411
48 H -3.817 -4.578 3.574  0.356
49 H -5.049 -3.554 2.834  0.326
50 O -3.408 2.232 3.314  -0.854
51 C -3.009 2.517 2.213  -0.229
52 O -1.908 1.977 1.659  -0.438
53 C -3.666 3.551 1.359  0.123
54 C -4.593 4.412 1.933  -0.602
55 C -5.234 5.363 1.151  -0.702
56 C -4.936 5.413 -0.194  -0.272
57 C -4.021 4.577 -0.793  -0.262
58 C -3.377 3.642 0.000  1.503
59 N -5.643 6.420 -1.048  1.032
60 O -5.390 6.422 -2.237  -0.607
61 O -6.428 7.161 -0.495  -0.606
62 H -4.800 4.339 2.993  0.522
63 H -5.951 6.055 1.567  0.546
64 H -3.826 4.673 -1.852  0.632
65 H -2.647 2.978 -0.434  -0.837
66 C 3.103 -3.014 1.612  -1.387
67 Ge 1.869 -2.537 0.229  1.136
68 C 0.233 -3.515 0.256  0.903
69 C -0.031 -4.446 1.268  0.053
70 C -1.167 -5.247 1.202  -1.080
71 C -2.048 -5.117 0.129  -0.461
72 C -1.790 -4.196 -0.880  -0.658
73 C -0.646 -3.407 -0.824  -0.620
74 C 2.514 -2.426 -1.582  1.059
75 C 2.253 -1.336 -2.393  0.839
76 C 2.715 -1.293 -3.724  -0.981
77 C 3.437 -2.344 -4.233  -0.870
78 C 3.701 -3.491 -3.447  0.636
79 C 4.419 -4.588 -3.982  -0.776
80 C 4.651 -5.714 -3.230  -0.693
81 C 4.170 -5.789 -1.911  -1.146
82 C 3.477 -4.734 -1.366  -0.465
83 C 3.228 -3.548 -2.113  0.379
84 H 2.936 -4.050 1.915  0.666
85 H 2.955 -2.361 2.469  0.422
86 H 4.130 -2.923 1.250  0.467
87 H 0.645 -4.548 2.111  0.265
88 H -1.359 -5.983 1.975  0.432
89 H -2.930 -5.748 0.075  0.460
90 H -2.472 -4.103 -1.719  0.444
91 H -0.444 -2.700 -1.624  0.330
92 H 1.676 -0.503 -2.022  -0.154
93 H 2.504 -0.428 -4.343  0.317
94 H 3.808 -2.314 -5.255  0.447
95 H 4.783 -4.526 -5.004  0.501
96 H 5.201 -6.548 -3.650  0.443
97 H 4.346 -6.685 -1.327  0.494
98 H 3.105 -4.826 -0.351  0.398
99 C -1.624 -0.012 -0.598  0.856
100 C -2.407 -0.530 -1.677  1.395
101 C -3.735 -0.899 -1.436  -0.710
102 C -4.488 -1.422 -2.472  -0.700
103 C -3.921 -1.569 -3.735  -0.768
104 C -2.599 -1.198 -3.972  -1.119
105 C -1.831 -0.682 -2.943  0.143
106 H -4.155 -0.771 -0.445  0.604
107 H -5.518 -1.707 -2.301  0.464
108 H -4.516 -1.975 -4.545  0.432
109 H -2.170 -1.312 -4.960  0.509
110 H -0.800 -0.386 -3.110  0.604

The HOMO energy (spin up / spin down) is -11.85 / -11.85 eV. The charge is +2. As for the spin multiplicity: 2.

In the order shown, the computed calculated total energy values come out to -3776.7275, -7663.6641 a.u..
In the order shown, the computed relative energy (zero: lowest compared OMol25 entry of this formula, charge and spin) values come out to 31.1, 186.3 kJ/mol.